{"formula": "C20H21N3O5S2", "method": "ωB97M-V with the def2-TZVPD basis set", "species": ["C", "C", "O", "C", "C", "C", "C", "S", "O", "O", "N", "C", "C", "C", "C", "C", "O", "C", "C", "O", "N", "C", "N", "C", "C", "S", "C", "C", "C", "C", "H", "H", "H", "H", "H", "H", "H", "H", "H", "H", "H", "H", "H", "H", "H", "H", "H", "H", "H", "H", "H"], "xyz": [[-1.2666, -2.8146, 0.9009], [-0.2649, -3.9647, 0.8495], [0.6944, -3.8011, -0.1803], [1.6559, -2.8549, -0.0622], [1.9288, -2.1215, 1.0922], [2.9111, -1.1486, 1.0733], [3.6266, -0.9095, -0.0824], [4.6263, 0.5663, -0.1858], [4.9570, 1.0106, 1.1331], [5.6905, 0.4076, -1.1315], [3.5046, 1.6446, -0.8692], [3.5635, 1.7412, -2.3081], [2.2449, 1.5916, -0.2460], [2.1571, 1.9175, 1.1078], [0.9585, 1.8104, 1.7764], [-0.1940, 1.3863, 1.1139], [-1.3146, 1.2622, 1.8900], [-2.5161, 0.8786, 1.2817], [-3.0827, 1.9596, 0.3791], [-2.6061, 3.0543, 0.2323], [-4.2419, 1.6248, -0.2995], [-4.9438, 0.4541, -0.3154], [-4.6360, -0.6413, 0.2857], [-5.5512, -1.6148, 0.0508], [-6.5887, -1.2690, -0.7474], [-6.4377, 0.3740, -1.2519], [-0.1190, 1.0957, -0.2403], [1.0896, 1.1982, -0.9100], [3.3994, -1.6593, -1.2230], [2.4257, -2.6349, -1.2108], [-1.7739, -2.7239, -0.0566], [-2.0059, -3.0042, 1.6738], [-0.7622, -1.8757, 1.1173], [-0.7758, -4.8961, 0.5913], [0.2270, -4.0992, 1.8200], [1.3814, -2.2884, 2.0055], [3.1296, -0.5625, 1.9508], [4.6107, 1.8584, -2.5751], [3.0020, 2.6187, -2.6272], [3.1712, 0.8521, -2.8143], [3.0486, 2.2339, 1.6231], [0.8852, 2.0548, 2.8239], [-3.2233, 0.7062, 2.0989], [-2.4212, -0.0604, 0.7225], [-4.6183, 2.3783, -0.8648], [-5.3994, -2.5778, 0.5019], [-7.4205, -1.8609, -1.0679], [-0.9902, 0.7898, -0.7988], [1.1145, 0.9583, -1.9609], [3.9952, -1.4713, -2.1024], [2.2220, -3.2349, -2.0835]], "nbo_charge": [-0.65, -0.06, -0.49, 0.32, -0.27, -0.16, -0.38, 2.32, -0.93, -0.94, -0.66, -0.42, 0.10, -0.21, -0.24, 0.29, -0.48, -0.18, 0.66, -0.55, -0.63, 0.26, -0.51, -0.03, -0.45, 0.36, -0.25, -0.23, -0.18, -0.25, 0.22, 0.22, 0.22, 0.20, 0.17, 0.22, 0.24, 0.24, 0.21, 0.18, 0.25, 0.23, 0.24, 0.23, 0.42, 0.22, 0.25, 0.21, 0.22, 0.24, 0.23], "orbital_gap_ev": 8.477, "de_lowest_kj_mol": 168.7, "fmax_ev_per_a": 1.164, "spin_multiplicity": 1, "smiles": "CCOc1ccc(S(=O)(=O)N(C)c2ccc(OCC(=O)Nc3nccs3)cc2)cc1", "e_tot_ha": -2111.5551}